{"formula": "C25H74N4O10", "method": "the ωB97M-V functional and the def2-TZVPD basis", "homo_lumo_gap_ev": 9.18, "smiles": "COC[C@H](C)N.COC[C@H](C)N.COC[C@H](C)N.COC[C@H](C)N.CCO.CCO.CCO.CO.CO.CO", "lumo_energy_ha": 0.019, "de_lowest_kj_mol": 86.4, "charge": 0, "species": ["C", "C", "O", "H", "H", "H", "H", "H", "H", "C", "C", "O", "H", "H", "H", "H", "H", "H", "C", "C", "O", "H", "H", "H", "H", "H", "H", "C", "C", "C", "O", "C", "N", "H", "H", "H", "H", "H", "H", "H", "H", "H", "H", "H", "C", "C", "C", "O", "C", "N", "H", "H", "H", "H", "H", "H", "H", "H", "H", "H", "H", "C", "C", "C", "O", "C", "N", "H", "H", "H", "H", "H", "H", "H", "H", "H", "H", "H", "C", "C", "C", "O", "C", "N", "H", "H", "H", "H", "H", "H", "H", "H", "H", "H", "H", "C", "O", "H", "H", "H", "H", "C", "O", "H", "H", "H", "H", "C", "O", "H", "H", "H", "H"], "positions_angstrom": [[-4.080, -0.978, 1.458], [-5.020, -1.485, 2.580], [-6.321, -0.919, 2.378], [-4.541, -1.162, 0.487], [-3.082, -1.413, 1.519], [-3.946, 0.100, 1.538], [-4.602, -1.203, 3.547], [-4.977, -2.573, 2.529], [-6.241, 0.033, 2.471], [-1.768, 3.148, 1.394], [-2.115, 3.877, 2.694], [-3.415, 3.529, 3.154], [-0.704, 3.265, 1.192], [-2.245, 3.665, 0.561], [-1.974, 2.081, 1.303], [-2.101, 4.954, 2.526], [-1.415, 3.546, 3.461], [-3.582, 3.909, 4.019], [-3.069, -4.356, 0.019], [-1.924, -4.479, 1.011], [-2.366, -4.061, 2.303], [-2.881, -4.518, -1.042], [-3.374, -3.310, 0.025], [-3.954, -4.951, 0.241], [-1.143, -3.795, 0.679], [-1.514, -5.488, 1.049], [-2.894, -4.776, 2.665], [2.055, 1.551, -4.062], [3.015, 2.104, -3.010], [4.441, 2.005, -3.493], [5.376, 2.247, -2.426], [6.737, 2.212, -2.837], [2.646, 3.415, -2.589], [2.258, 0.507, -4.298], [2.173, 2.026, -5.036], [1.019, 1.723, -3.769], [3.024, 1.535, -2.081], [4.648, 2.806, -4.202], [4.688, 1.116, -4.073], [7.079, 1.289, -3.305], [7.227, 2.311, -1.868], [6.955, 3.115, -3.408], [3.099, 3.628, -1.712], [1.681, 3.324, -2.304], [-1.452, -0.024, -4.507], [-2.323, -1.056, -3.791], [-2.992, -2.039, -4.753], [-3.730, -3.092, -4.145], [-5.028, -2.788, -3.701], [-1.503, -1.800, -2.774], [-1.953, 0.460, -5.345], [-0.459, -0.335, -4.833], [-1.177, 0.752, -3.793], [-3.080, -0.528, -3.212], [-2.263, -2.657, -5.277], [-3.637, -1.591, -5.509], [-5.470, -3.680, -3.259], [-5.647, -2.372, -4.496], [-5.057, -2.001, -2.947], [-1.359, -1.223, -1.958], [-2.119, -2.516, -2.416], [4.851, 3.372, 2.067], [4.916, 2.503, 0.832], [3.980, 1.257, 0.854], [4.326, 0.285, 1.827], [3.465, -0.799, 2.041], [4.546, 3.468, -0.226], [5.165, 2.772, 2.921], [3.823, 3.707, 2.210], [5.530, 4.223, 2.115], [5.938, 2.142, 0.719], [3.727, 0.771, -0.089], [2.983, 1.630, 1.088], [3.949, -1.653, 2.516], [3.116, -1.197, 1.088], [2.677, -0.663, 2.781], [5.086, 4.297, -0.023], [4.962, 3.154, -1.091], [-1.208, -0.119, 4.043], [-0.323, -1.349, 4.079], [-0.720, -2.419, 5.115], [-0.334, -1.979, 6.357], [-0.801, -2.890, 7.318], [-0.188, -1.936, 2.771], [-2.165, -0.432, 3.625], [-0.881, 0.667, 3.363], [-1.409, 0.212, 5.062], [0.602, -0.895, 4.433], [-0.269, -3.362, 4.808], [-1.795, -2.599, 5.070], [-1.884, -2.988, 7.256], [-0.477, -2.541, 8.299], [-0.399, -3.900, 7.240], [0.645, -2.507, 2.805], [-0.871, -2.649, 2.561], [2.242, -1.840, -2.661], [2.267, -3.209, -2.446], [3.257, -1.491, -2.470], [1.911, -1.690, -3.689], [1.514, -1.412, -1.972], [1.495, -3.555, -2.900], [-1.469, 3.523, -2.864], [-0.501, 3.183, -1.892], [-2.306, 3.918, -2.288], [-1.217, 4.351, -3.527], [-1.792, 2.739, -3.550], [-0.437, 3.934, -1.297], [0.282, 0.419, 0.007], [-0.596, -0.741, 0.164], [0.122, 1.077, -0.847], [0.221, 1.045, 0.897], [1.322, 0.132, -0.146], [-0.500, -1.028, 1.075]]}

{"formula": "C25H76N2O13", "method": "the ωB97M-V functional and the def2-TZVPD basis", "homo_lumo_gap_ev": 9.75, "lumo_energy_ha": 0.019, "de_lowest_kj_mol": 813.3, "charge": 0, "species": ["C", "O", "H", "H", "H", "H", "C", "O", "H", "H", "H", "H", "C", "O", "H", "H", "H", "H", "C", "O", "H", "H", "H", "H", "C", "O", "H", "H", "H", "H", "C", "O", "H", "H", "H", "H", "C", "O", "N", "N", "H", "H", "H", "H", "C", "C", "C", "O", "H", "H", "H", "H", "H", "H", "H", "H", "C", "C", "C", "O", "H", "H", "H", "H", "H", "H", "H", "H", "C", "C", "C", "O", "H", "H", "H", "H", "H", "H", "H", "H", "C", "C", "C", "O", "H", "H", "H", "H", "H", "H", "H", "H", "C", "C", "C", "O", "H", "H", "H", "H", "H", "H", "H", "H", "C", "C", "C", "O", "H", "H", "H", "H", "H", "H", "H", "H"], "positions_angstrom": [[-1.247, 12.067, -2.049], [-2.296, 12.370, -1.098], [-1.602, 12.406, -3.048], [-1.176, 11.018, -2.242], [-0.219, 12.377, -1.709], [-2.645, 13.252, -1.075], [-1.322, 8.593, -3.598], [0.050, 8.899, -3.642], [-1.712, 8.561, -2.592], [-1.529, 7.744, -4.166], [-1.908, 9.356, -3.976], [0.318, 8.888, -4.544], [-2.644, 9.909, -8.203], [-2.259, 9.518, -6.926], [-3.525, 10.548, -8.136], [-2.995, 9.047, -8.808], [-1.821, 10.523, -8.658], [-2.944, 8.874, -6.664], [-3.674, 11.605, -4.589], [-2.649, 11.797, -5.541], [-4.423, 10.902, -4.968], [-4.181, 12.514, -4.266], [-3.337, 11.108, -3.689], [-2.605, 11.022, -6.081], [-6.079, 13.190, -6.634], [-5.530, 12.023, -7.260], [-6.550, 13.829, -7.351], [-5.238, 13.752, -6.205], [-6.736, 12.934, -5.819], [-6.237, 11.444, -7.504], [-5.242, 8.133, -6.345], [-4.113, 7.816, -5.558], [-5.024, 7.725, -7.401], [-5.260, 9.224, -6.450], [-6.075, 7.669, -5.885], [-4.225, 8.264, -4.703], [-4.319, 7.739, -1.636], [-4.249, 8.511, -2.719], [-4.209, 6.478, -1.533], [-4.418, 8.269, -0.464], [-3.877, 5.941, -2.353], [-4.008, 6.243, -0.569], [-4.485, 9.283, -0.486], [-4.315, 7.793, 0.411], [0.073, 14.045, -9.341], [0.355, 12.618, -8.792], [-0.393, 12.396, -7.538], [0.101, 11.640, -9.523], [0.369, 14.095, -10.376], [0.560, 14.855, -8.714], [-0.945, 14.170, -9.301], [1.406, 12.678, -8.566], [-1.454, 12.629, -7.829], [-0.013, 13.093, -6.768], [-0.246, 11.379, -7.103], [0.485, 11.810, -10.416], [2.114, 9.657, -7.577], [0.892, 8.808, -7.455], [1.279, 7.314, -7.718], [0.380, 8.908, -6.307], [1.946, 10.700, -7.312], [2.447, 9.610, -8.580], [2.931, 9.254, -6.944], [0.126, 9.063, -8.185], [0.422, 6.654, -7.577], [2.102, 6.932, -7.014], [1.649, 7.187, -8.747], [-0.553, 9.050, -6.494], [-8.524, 14.846, -1.906], [-6.994, 14.804, -2.072], [-6.607, 14.246, -3.405], [-6.374, 15.883, -1.927], [-8.918, 15.478, -2.755], [-8.892, 15.246, -0.970], [-8.852, 13.834, -2.077], [-6.594, 14.137, -1.310], [-7.095, 14.839, -4.223], [-7.071, 13.203, -3.462], [-5.533, 14.181, -3.465], [-6.679, 16.497, -2.637], [-5.576, 11.552, -1.140], [-4.952, 11.447, 0.230], [-5.992, 10.708, 1.148], [-3.843, 10.885, 0.327], [-6.521, 12.101, -1.156], [-5.702, 10.572, -1.662], [-4.848, 12.056, -1.794], [-4.848, 12.453, 0.528], [-6.968, 11.106, 1.145], [-5.590, 10.581, 2.170], [-6.001, 9.702, 0.788], [-3.219, 11.505, -0.127], [-2.586, 15.184, -3.785], [-2.182, 15.319, -5.248], [-0.686, 15.216, -5.443], [-2.791, 14.518, -5.987], [-2.458, 14.250, -3.299], [-3.655, 15.342, -3.773], [-2.068, 15.776, -3.043], [-2.532, 16.314, -5.502], [-0.342, 15.359, -6.416], [-0.315, 14.332, -4.972], [-0.232, 16.062, -4.921], [-2.705, 13.626, -5.770], [-7.389, 10.243, -4.351], [-8.620, 9.472, -3.688], [-9.149, 10.357, -2.597], [-9.530, 9.297, -4.510], [-6.546, 10.525, -3.744], [-7.795, 11.152, -4.741], [-7.047, 9.638, -5.204], [-8.292, 8.447, -3.477], [-8.356, 10.332, -1.873], [-10.075, 9.993, -2.130], [-9.315, 11.404, -2.901], [-10.343, 8.963, -4.045]]}

{"formula": "C25H78Br2NO15", "method": "the ωB97M-V functional and the def2-TZVPD basis", "homo_lumo_gap_ev": 9.06, "lumo_energy_ha": -0.081, "charge": 1, "species": ["C", "C", "Br", "C", "Br", "C", "N", "C", "C", "C", "C", "C", "C", "C", "O", "H", "H", "H", "H", "H", "H", "H", "H", "H", "H", "H", "H", "H", "H", "H", "H", "H", "H", "H", "H", "H", "H", "C", "O", "H", "H", "H", "H", "C", "O", "H", "H", "H", "H", "C", "O", "H", "H", "H", "H", "C", "O", "H", "H", "H", "H", "C", "O", "H", "H", "H", "H", "C", "O", "H", "H", "H", "H", "C", "O", "H", "H", "H", "H", "C", "O", "H", "H", "H", "H", "C", "O", "H", "H", "H", "H", "C", "O", "H", "H", "H", "H", "C", "O", "H", "H", "H", "H", "C", "O", "H", "H", "H", "H", "C", "O", "H", "H", "H", "H", "C", "O", "H", "H", "H", "H"], "positions_angstrom": [[7.243, -1.974, -1.830], [6.265, -1.462, -0.761], [6.547, -2.519, 0.861], [4.797, -1.570, -1.213], [3.585, -1.070, 0.230], [4.496, -0.675, -2.392], [4.812, 0.781, -2.181], [4.222, 1.505, -3.393], [3.515, 0.394, -4.184], [3.123, -0.573, -3.055], [2.406, -1.848, -3.476], [0.890, -1.702, -3.283], [0.425, -1.741, -1.831], [-0.934, -1.062, -1.621], [-0.801, 0.104, -0.800], [7.591, -2.965, -1.559], [6.809, -1.999, -2.825], [8.124, -1.335, -1.849], [6.460, -0.443, -0.439], [4.588, -2.599, -1.495], [5.135, -0.995, -3.218], [5.796, 0.960, -1.996], [4.208, 1.062, -1.406], [3.424, 2.144, -3.027], [4.967, 2.076, -3.931], [2.670, 0.791, -4.739], [4.206, -0.077, -4.883], [2.460, 0.041, -2.430], [2.528, -2.011, -4.547], [2.786, -2.741, -2.975], [0.624, -0.715, -3.675], [0.357, -2.451, -3.861], [0.447, -2.757, -1.435], [1.145, -1.175, -1.235], [-1.635, -1.752, -1.149], [-1.337, -0.696, -2.560], [-0.239, -0.119, -0.058], [-2.556, 2.997, 0.317], [-2.279, 3.492, 1.625], [-2.290, 3.776, -0.394], [-1.966, 2.105, 0.094], [-3.615, 2.763, 0.184], [-2.512, 2.806, 2.261], [-2.017, 3.117, 5.166], [-2.563, 2.003, 4.463], [-1.646, 3.822, 4.426], [-2.780, 3.608, 5.776], [-1.193, 2.804, 5.811], [-2.890, 1.388, 5.129], [-2.779, -3.732, -4.017], [-1.434, -3.929, -3.564], [-2.727, -3.470, -5.072], [-3.366, -4.642, -3.900], [-3.259, -2.926, -3.465], [-1.486, -4.164, -2.634], [7.726, -6.471, 2.381], [8.790, -5.572, 2.669], [8.141, -7.471, 2.288], [6.986, -6.473, 3.186], [7.235, -6.209, 1.439], [8.407, -4.696, 2.754], [-6.307, -3.598, -2.317], [-4.974, -3.797, -1.864], [-6.283, -3.321, -3.369], [-6.896, -4.512, -2.205], [-6.780, -2.802, -1.737], [-5.070, -4.021, -0.931], [-3.691, 1.161, 8.332], [-3.291, 0.651, 7.049], [-2.796, 1.501, 8.842], [-4.370, 2.002, 8.221], [-4.168, 0.377, 8.924], [-4.090, 0.347, 6.609], [-6.716, -5.082, 1.657], [-6.177, -3.979, 0.920], [-7.111, -5.789, 0.933], [-5.943, -5.575, 2.249], [-7.526, -4.758, 2.313], [-5.827, -3.342, 1.549], [-4.346, 6.937, 5.706], [-4.574, 5.734, 6.438], [-4.020, 7.690, 6.418], [-3.568, 6.803, 4.951], [-5.261, 7.282, 5.221], [-4.868, 5.064, 5.815], [6.608, 3.406, -1.407], [7.198, 2.918, -2.610], [6.722, 2.617, -0.663], [7.107, 4.303, -1.040], [5.544, 3.617, -1.562], [7.128, 3.601, -3.283], [-9.485, -1.749, -0.360], [-9.210, -2.532, 0.799], [-10.486, -1.339, -0.259], [-8.775, -0.923, -0.448], [-9.444, -2.367, -1.261], [-8.323, -2.894, 0.706], [2.449, 3.987, -6.115], [2.671, 3.996, -4.703], [3.308, 3.503, -6.575], [1.548, 3.427, -6.373], [2.367, 5.001, -6.509], [1.917, 4.427, -4.292], [2.432, -4.664, -6.199], [2.534, -3.323, -6.675], [2.625, -4.644, -5.129], [1.432, -5.070, -6.365], [3.168, -5.314, -6.678], [2.358, -3.334, -7.619], [-3.278, 5.060, 10.025], [-3.890, 4.195, 9.077], [-3.508, 4.674, 11.015], [-2.192, 5.086, 9.901], [-3.669, 6.078, 9.945], [-3.695, 4.544, 8.200], [1.322, 4.110, 0.763], [0.248, 4.604, -0.014], [2.246, 4.442, 0.290], [1.295, 4.499, 1.784], [1.318, 3.014, 0.803], [-0.568, 4.312, 0.410]]}